{
  "formula": "C2H11N3P",
  "method": "ωB97M-V with the def2-TZVPD basis set",
  "species": ["C", "C", "N", "N", "N", "P", "H", "H", "H", "H", "H", "H", "H", "H", "H", "H", "H"],
  "coordinates": [[-1.701, 2.048, -0.488], [-0.633, 1.178, 0.051], [0.315, -1.480, -0.043], [-2.257, -0.784, -1.112], [3.034, -1.239, 1.118], [-0.872, -0.518, -0.536], [-1.156, 2.984, -0.722], [-2.137, 1.610, -1.338], [-2.466, 2.434, 0.111], [-0.491, 1.106, 1.141], [0.380, 1.345, -0.345], [1.067, -0.983, 0.463], [0.094, -2.499, 0.076], [3.437, -0.380, 1.487], [-2.998, -1.440, -1.506], [2.984, -1.286, 0.106], [3.399, -2.095, 1.538]],
  "de_lowest_kcal_mol": 13.1,
  "homo_ev": -13.9,
  "total_energy_ha": -588.140896,
  "multiplicity": 1,
  "e_lumo_ev": -4.58,
  "charge": 1
}

{
  "formula": "C2H11N4O2",
  "method": "ωB97M-V with the def2-TZVPD basis set",
  "species": ["C", "C", "N", "N", "N", "N", "O", "O", "H", "H", "H", "H", "H", "H", "H", "H", "H", "H", "H"],
  "coordinates": [[-1.064, 0.842, 1.260], [-0.161, -0.305, 0.834], [1.977, 0.104, -1.445], [-1.308, -0.848, -1.138], [2.005, -1.202, 1.106], [-2.416, 0.379, 0.990], [-0.390, -1.103, -0.119], [1.010, -0.230, 1.468], [-0.840, 1.546, 0.342], [-0.782, 1.479, 2.090], [1.652, 0.710, -2.171], [1.927, -0.835, -1.730], [2.992, 0.228, -1.587], [-1.676, -1.753, -1.351], [2.660, -1.024, 1.798], [2.271, -0.881, 0.156], [-3.009, 1.170, 1.044], [-2.767, -0.058, 1.889], [-2.037, -0.247, -0.767]],
  "s2": 2.007,
  "homo_ev": [-10.2, -13.8],
  "total_energy_ha": -451.738368,
  "multiplicity": 3,
  "e_lumo_ev": [-2.62, -8.36],
  "charge": 1
}

{
  "formula": "C2H11NO2",
  "method": "ωB97M-V with the def2-TZVPD basis set",
  "species": ["C", "C", "N", "H", "H", "H", "H", "H", "H", "H", "H", "H", "O", "H", "H", "O"],
  "coordinates": [[-0.639, 1.796, 0.783], [0.464, 0.818, 1.138], [1.296, 0.510, -0.007], [-1.095, 1.640, -0.198], [-1.559, 1.666, 1.329], [-0.268, 2.844, 0.726], [1.039, 1.220, 2.006], [-0.113, -0.108, 1.461], [0.671, 0.420, -0.824], [1.606, -0.443, 0.178], [-0.145, -1.590, -0.796], [-1.273, -0.606, -2.341], [-0.885, -0.402, -1.482], [0.386, -3.040, -0.768], [-1.809, 0.014, 0.423], [0.233, -2.316, -0.154]],
  "de_lowest_kcal_mol": 34.4,
  "s2": 0.753,
  "homo_ev": [-3.5, -4.0],
  "total_energy_ha": -287.921943,
  "multiplicity": 2,
  "e_lumo_ev": [4.45, 4.15],
  "charge": -1
}

{
  "formula": "C2H11NO2",
  "method": "ωB97M-V with the def2-TZVPD basis set",
  "species": ["C", "C", "N", "H", "H", "H", "H", "H", "H", "H", "H", "H", "O", "H", "H", "O"],
  "coordinates": [[-1.114, 0.582, 1.469], [-1.735, -0.099, 0.242], [-0.611, -0.180, -0.695], [-0.300, -0.003, 1.846], [-1.812, 0.718, 2.310], [-0.576, 1.508, 1.097], [-2.703, 0.495, -0.163], [-2.022, -1.090, 0.461], [-0.280, 0.751, -1.026], [-0.710, -0.786, -1.517], [1.172, -2.468, 0.652], [0.850, -1.284, -0.446], [1.374, -2.172, -0.291], [3.120, 1.012, -1.999], [2.647, 1.304, -0.506], [2.700, 1.712, -1.433]],
  "de_lowest_kcal_mol": 23.2,
  "homo_ev": -9.8,
  "total_energy_ha": -288.001542,
  "multiplicity": 1,
  "e_lumo_ev": 0.78
}